Record 1
The following is a DFT calculation (ωB97M-V/def2-TZVPD) of C4H12NO3 as an isolated structure.

Structure (XYZ):
```
20
Properties=species:S:1:pos:R:3
C -1.1794 0.4557 -0.0585
C 0.1423 1.1033 -0.6532
C 0.1382 1.0518 -2.2131
O 1.2025 0.3523 -0.2310
N -1.1439 -0.9256 -0.3292
C -0.5660 -1.6096 0.7963
O 0.8338 -1.3922 0.8080
H -2.0945 0.9498 -0.4722
H -1.0718 0.8604 0.9640
H 0.2479 2.1725 -0.3816
H -0.8081 1.3660 -2.6667
H 1.0096 1.5489 -2.6495
H 0.3955 0.0744 -2.5742
H 0.9694 -0.3702 0.2419
H -0.6099 -1.1548 -1.1563
H -0.7015 -2.6934 0.6488
H -1.0179 -1.2788 1.7545
H 1.3280 -0.7121 2.1574
H 1.2179 0.5184 2.9945
O 1.7077 -0.3167 3.0200
```

For the relative energy (zero: lowest compared OMol25 entry of this formula, charge and spin), the calculation gives 206.7 kJ/mol. The total charge is -1. Its spin multiplicity is 1. The LUMO energy is 4.0 eV.

=====

Record 2
The following is a DFT calculation (ωB97M-V/def2-TZVPD) of a 2-piece molecular cluster, C4H12NOP overall.

Structure (XYZ):
```
19
Properties=species:S:1:pos:R:3
C -1.5089 -2.2057 -1.4717
C 2.3815 0.0072 0.2059
C -0.4497 0.4445 2.4216
C -0.4401 1.8330 -0.7255
N -1.3569 -0.7118 -1.2282
O 1.2590 -0.4364 -0.5994
P -0.2649 0.0805 -0.3397
H -2.5084 -2.5341 -1.2786
H -0.7905 -2.6310 -0.8555
H -1.1563 -2.3090 -2.4645
H 3.2461 -0.4154 -0.2627
H 2.2184 -0.3845 1.1943
H 2.3207 1.2656 0.1777
H -1.4773 0.5099 2.5292
H 0.0563 -0.4491 2.6432
H -0.1018 1.3883 2.6134
H -1.4350 2.0941 -1.1153
H -0.1305 2.3482 0.1177
H 0.1382 2.1057 -1.5620
```

For the relative energy (zero: lowest compared OMol25 entry of this formula, charge and spin), the calculation gives 571.4 kJ/mol. Its spin multiplicity is 1. The LUMO energy (alpha / beta) is 0.1 / 0.3 eV.

=====

Record 3
The following is a DFT calculation (ωB97M-V/def2-TZVPD) of a 2-piece molecular cluster, C4H12NOP overall.

Structure (XYZ):
```
19
Properties=species:S:1:pos:R:3
C 1.5824 0.9206 -1.2495
C 0.1832 -2.9050 -0.1433
C -2.6618 2.7794 -0.7234
C 0.5883 -0.0558 2.0888
N 1.0583 -0.2833 -0.6923
O -0.5386 -1.9227 0.5720
P -0.2182 -0.3131 0.3499
H 0.7099 1.2788 -1.8598
H 2.2556 0.5800 -2.0780
H 1.9559 1.5320 -0.5072
H 0.6307 -2.3361 -1.0476
H -0.6722 -3.6621 -0.4210
H 1.0104 -3.2699 0.5359
H -3.5510 2.3615 -0.9892
H -2.3774 3.3185 0.1387
H -1.8923 2.1915 -1.2143
H -0.2246 -0.3644 2.8121
H 1.4462 -0.7783 1.9751
H 0.7153 0.9285 2.4529
```

For the relative energy (zero: lowest compared OMol25 entry of this formula, charge and spin), the calculation gives 665.1 kJ/mol. Its spin multiplicity is 1. The LUMO energy (alpha / beta) is -1.0 / 0.1 eV.

=====

Record 4
The following is a DFT calculation (ωB97M-V/def2-TZVPD) of a 2-piece molecular cluster, C4H12NOPS overall.

Structure (XYZ):
```
20
Properties=species:S:1:pos:R:3
C 1.0331 1.9952 -1.2257
C 1.0359 -2.5111 0.2486
C -1.6015 0.0963 2.0654
C -0.4034 1.5836 -1.5196
N 1.6262 -1.2527 0.1928
O -1.2959 0.8837 0.8608
P -0.6906 0.1113 -0.4710
S -1.7771 -1.3403 -1.0372
H 1.2045 2.9070 -1.8221
H 1.2693 2.1606 -0.2049
H 1.6296 1.1794 -1.6279
H -0.0459 -2.3727 0.1877
H 1.2510 -3.0347 -0.7585
H 1.4521 -3.2501 0.9543
H -1.9277 -0.9212 1.8525
H -2.2318 0.8039 2.5088
H -0.5652 -0.0873 2.3976
H -0.4756 1.4077 -2.5110
H -1.1260 2.4993 -1.2211
H 1.6390 -0.8579 1.1303
```

For the relative energy (zero: lowest compared OMol25 entry of this formula, charge and spin), the calculation gives 362.4 kJ/mol. Its spin multiplicity is 1. The LUMO energy (alpha / beta) is -0.9 / -0.3 eV.

=====

Record 5
The following is a DFT calculation (ωB97M-V/def2-TZVPD) of a 2-piece molecular cluster, C4H12NOS overall.

Structure (XYZ):
```
19
Properties=species:S:1:pos:R:3
C 0.2111 -0.2930 1.9582
C 0.7844 0.3161 0.6720
S 2.6118 0.3123 0.6907
N -1.2562 -0.2868 1.9960
H 0.5341 -1.3527 2.0364
H 0.6039 0.2408 2.8128
H 0.4493 -0.3295 -0.1983
H 0.3878 1.3523 0.5377
H 2.7826 0.6556 -0.6017
H -1.6237 -0.2842 1.0413
H -1.6124 0.5414 2.4604
C -1.2537 0.2452 -1.9315
O -1.5916 -0.1447 -0.6606
C -2.0036 -0.5690 -2.9966
H -0.1526 0.1406 -2.1582
H -1.4703 1.3138 -2.1142
H -1.7655 -0.2446 -4.0370
H -3.0827 -0.4360 -2.8367
H -1.7425 -1.6265 -2.8922
```

For the relative energy (zero: lowest compared OMol25 entry of this formula, charge and spin), the calculation gives 152.9 kJ/mol. The total charge is -1. Its spin multiplicity is 1. The LUMO energy is 3.2 eV.

=====

Record 6
The following is a DFT calculation (ωB97M-V/def2-TZVPD) of a 2-piece molecular cluster, C4H12NOS overall.

Structure (XYZ):
```
19
Properties=species:S:1:pos:R:3
C 2.2386 -1.2530 0.0049
N 1.4679 -1.5569 -1.1990
C 0.0476 -1.9044 -0.8525
O -0.5687 -0.9716 -0.1121
H 1.8478 -0.3892 0.5428
H 3.2914 -1.0410 -0.2622
H 2.3058 -2.1340 0.6738
H 1.4545 -0.6801 -1.7280
H 0.1617 -2.9011 -0.3906
H -0.4087 -2.0805 -1.8781
C -1.5745 1.8711 -0.4817
C -1.4968 1.3846 0.9778
S 0.1459 1.8148 1.6742
H -0.8945 1.2787 -1.0891
H -1.4017 2.9513 -0.5727
H -2.5758 1.5718 -0.7798
H -2.2871 1.9010 1.5497
H -1.5824 0.2758 0.9457
H -0.1708 1.8629 2.9770
```

For the relative energy (zero: lowest compared OMol25 entry of this formula, charge and spin), the calculation gives 177.8 kJ/mol. The total charge is -1. Its spin multiplicity is 1. The LUMO energy is 3.4 eV.

=====

Record 7
The following is a DFT calculation (ωB97M-V/def2-TZVPD) of a 2-piece molecular cluster, C4H12NOS overall.

Structure (XYZ):
```
19
Properties=species:S:1:pos:R:3
C -1.8738 -1.6211 0.2614
N -0.8283 -0.8320 0.9453
C 0.2738 -0.1748 0.2110
C 1.1985 0.7022 1.1106
S 1.7788 2.0987 0.0662
C 1.1794 -1.0187 -0.6312
H -1.5545 -2.7133 0.2793
H -1.8911 -1.3327 -0.7285
H -2.8874 -1.3818 0.5902
H -0.6390 -1.3610 1.8223
H -0.2978 0.4687 -0.4822
H 1.9403 -0.0424 1.5946
H 0.6641 1.0652 2.0000
H 1.7871 -0.3320 -1.2031
H 2.0022 -1.5814 -0.0625
H 0.6944 -1.7314 -1.3777
H 0.1822 3.0082 -1.3646
H -1.0935 3.5932 -1.1127
O -0.6353 3.1864 -1.9184
```

For the relative energy (zero: lowest compared OMol25 entry of this formula, charge and spin), the calculation gives 123.8 kJ/mol. The total charge is -1. Its spin multiplicity is 1. The LUMO energy is 3.7 eV.

=====

Record 8
The following is a DFT calculation (ωB97M-V/def2-TZVPD) of a 2-piece molecular cluster, C4H12NOSe overall.

Structure (XYZ):
```
19
Properties=species:S:1:pos:R:3
C -2.1993 2.2190 -0.6075
C -2.1240 0.9989 -0.0765
C -1.0709 -0.4816 1.4053
C 1.9713 -2.6247 0.2915
N 1.5142 0.9791 -0.9811
O -1.2259 0.7989 0.9197
Se 0.1759 -1.6812 -0.0624
H -1.3924 2.7952 -0.3609
H -2.8412 2.5942 -1.4052
H -2.9681 0.2794 -0.1799
H 2.2801 -2.4799 1.3238
H -1.8414 -1.1049 1.3299
H -0.4059 -0.4924 2.3580
H 2.7058 -2.0522 -0.2342
H 1.7077 -3.6363 -0.0932
H 1.1503 1.1419 -1.9249
H 2.4833 0.9697 -0.9919
H 1.1702 1.8631 -0.4374
H 0.9103 -0.0864 -0.2733
```

For the relative energy (zero: lowest compared OMol25 entry of this formula, charge and spin), the calculation gives 280.4 kJ/mol. The total charge is +1. Its spin multiplicity is 1. The LUMO energy is -4.0 eV.

=====

Record 9
The following is a DFT calculation (ωB97M-V/def2-TZVPD) of a 2-piece molecular cluster, C4H12NOSi overall.

Structure (XYZ):
```
19
Properties=species:S:1:pos:R:3
C 0.3360 -0.7410 2.4240
C -0.3884 -1.5962 -1.0648
C 1.6438 0.5012 -0.3241
C -0.9895 1.4661 -1.6411
N -0.7742 0.7247 1.3209
O -2.0249 0.6531 1.6438
Si -0.3107 0.2407 -0.3082
H 0.1121 -0.5068 3.4877
H 0.0356 -1.6549 2.0122
H 1.3770 -0.4379 2.2712
H -1.1241 -1.7396 -1.7874
H 0.5523 -1.9439 -1.4218
H -0.7431 -2.1537 -0.2254
H 1.7626 1.5340 0.1342
H 2.1730 -0.0437 0.4013
H 1.8466 0.4199 -1.3082
H -1.3842 0.9656 -2.4671
H -1.7816 2.0519 -1.1492
H -0.3185 2.2604 -1.9980
```

For the relative energy (zero: lowest compared OMol25 entry of this formula, charge and spin), the calculation gives 409.7 kJ/mol. The total charge is -1. Its spin multiplicity is 1. The LUMO energy (alpha / beta) is 4.0 / 4.0 eV.

=====

Record 10
The following is a DFT calculation (ωB97M-V/def2-TZVPD) of an isolated ion of composition C4H12NOSi and charge +1.

Structure (XYZ):
```
19
Properties=species:S:1:pos:R:3
C 1.0745 0.0678 1.7767
Si 0.5537 0.2329 -0.0449
C 2.1054 0.1579 -1.2359
C -0.5547 1.8785 -0.3742
O -1.7607 1.7315 -0.3928
C -0.9634 -1.3354 -0.4863
N -2.2109 -0.7902 0.1457
H 0.2915 0.4080 2.5260
H 1.4601 -0.9252 1.9836
H 1.8844 0.7747 1.9484
H 2.8683 0.9903 -0.9501
H 2.6799 -0.6575 -1.0764
H 1.8504 0.4740 -2.1760
H -0.1455 2.8704 -0.7239
H -0.9769 -1.4569 -1.5988
H -0.9587 -2.2876 -0.0640
H -2.9356 -1.4322 -0.0197
H -1.8825 -0.8729 1.0558
H -2.3791 0.1718 -0.2932
```

For the relative energy (zero: lowest compared OMol25 entry of this formula, charge and spin), the calculation gives 163.2 kJ/mol. The total charge is +1. Its spin multiplicity is 1. As for the structure (SMILES): C[Si](C)(C=O)C[NH3+]. The LUMO energy is -3.8 eV.

=====

Record 11
The following is a DFT calculation (ωB97M-V/def2-TZVPD) of a 3-piece molecular cluster, C4H12NS2 overall.

Structure (XYZ):
```
19
Properties=species:S:1:pos:R:3
N -1.5623 0.1266 0.7473
C -1.4250 -0.7308 -0.4147
C -0.4994 -1.9127 -0.1556
C -0.9986 0.1624 -1.5875
S -2.2515 1.4166 -1.8496
S 1.5442 0.2841 0.8577
C 3.1030 1.0526 1.3458
H -1.6395 1.1587 0.2238
H -1.6142 2.0449 -0.0575
H -0.6629 0.1658 1.2406
H -2.4515 -1.1087 -0.6238
H -0.3366 -2.5322 -1.0468
H 0.4718 -1.4919 0.1870
H -0.8941 -2.5311 0.6869
H -0.9244 -0.3757 -2.5470
H -0.0368 0.6152 -1.3423
H 3.7016 1.2692 0.4515
H 2.8672 1.9929 1.8511
H 3.6091 0.3941 2.0332
```

For the relative energy (zero: lowest compared OMol25 entry of this formula, charge and spin), the calculation gives 851.3 kJ/mol. The total charge is +1. Its spin multiplicity is 1. The LUMO energy is -9.2 eV.

=====

Record 12
The following is a DFT calculation (ωB97M-V/def2-TZVPD) of an isolated ion of composition C4H12NS2 and charge +1.

Structure (XYZ):
```
19
Properties=species:S:1:pos:R:3
C 1.2035 1.6734 -0.0759
C -0.1890 1.1662 0.4003
C -0.2186 -0.2581 0.6154
S 0.6539 -0.9394 2.2016
S -1.9896 -0.9946 0.7255
N 0.4235 -0.9500 -0.5321
C -0.4710 -1.4554 -1.6396
H 2.1843 1.1549 0.2048
H 1.2434 1.9310 -1.1963
H 1.3309 2.6093 0.3281
H -0.3185 1.8226 1.3168
H -1.0939 1.6310 -0.1296
H -0.3961 -1.0583 2.9905
H -2.5254 0.1402 1.1598
H 1.0539 -0.1370 -0.8120
H 0.9452 -1.7657 -0.1563
H -0.9304 -2.3226 -1.1653
H -1.1241 -0.6750 -1.7466
H 0.2182 -1.5726 -2.4893
```

For the relative energy (zero: lowest compared OMol25 entry of this formula, charge and spin), the calculation gives 226.4 kJ/mol. The total charge is +1. Its spin multiplicity is 1. As for the structure (SMILES): CCC(S)(S)[NH2+]C. The LUMO energy is -3.2 eV.